No. 1
DFT (the ωB97M-V functional and the def2-TZVPD basis) results for C28H26N4O3Ti as an isolated structure at a distorted geometry.

## Properties
gap between HOMO and LUMO (spin up / spin down) = 6.6 / 7.8 eV
E_LUMO (spin up / spin down) = -0.1068 / -0.1220 hartree
largest force on an atom = 3.21 eV/A
DFT total energy = -2376.75113 a.u.
highest occupied orbital energy (spin up / spin down) = -9.5 / -11.1 eV
expectation value of S² = 0.764

Geometry as ORCA input:
```
! RIJCOSX wB97M-V def2-TZVPD def2/J DEFGRID3
* xyz 1 2
C 2.06 1.14 1.32
H 4.81 2.31 -5.57
C 3.34 2.15 -4.20
C 1.91 1.70 -4.01
H 1.71 0.72 2.28
H -1.23 6.75 -1.04
C 2.68 0.03 0.46
H -3.08 0.48 1.30
N 1.62 -0.57 -0.33
C -2.41 -0.37 1.27
C 0.79 2.96 0.54
C -0.27 3.62 -0.14
C 2.00 -1.51 -1.16
C -0.74 -2.59 1.34
H -0.11 -3.47 1.39
N 0.34 1.03 -2.33
C -0.26 5.02 -0.28
H 1.33 -4.48 -4.57
H 2.30 1.57 -1.92
H 2.76 -3.27 -2.98
H -0.87 0.64 2.39
C -0.60 0.93 -3.28
H 1.15 1.79 -6.04
C -1.37 2.88 -0.68
H 2.81 1.91 1.55
C -2.83 -1.57 0.72
H -1.11 -4.10 -4.57
H 3.17 -0.72 1.09
H -2.12 -2.50 -2.99
N 0.93 1.67 0.59
C 1.55 1.43 -2.69
C -2.39 3.59 -1.33
C -1.14 -0.27 1.84
H -3.14 5.48 -1.96
H 1.50 3.60 1.07
C -1.27 5.68 -0.93
C 1.69 -3.10 -2.99
H -3.82 -1.65 0.29
H -2.33 -3.62 0.34
H 3.35 1.62 -6.21
H -1.60 0.63 -2.95
N 3.84 2.05 -5.44
C 0.90 -3.78 -3.88
C -0.31 -1.39 1.88
H 3.44 0.46 -0.20
H -3.23 3.03 -1.73
C 0.94 1.58 -5.00
C -1.99 -2.68 0.75
O -1.42 1.58 -0.53
H 3.05 -1.80 -1.18
O 3.97 2.57 -3.25
C -1.05 -2.66 -3.00
H 0.64 -1.36 2.41
C -2.34 4.96 -1.46
H -1.14 1.12 -5.34
O -0.79 -1.08 -1.27
C 1.15 -2.18 -2.08
C -0.48 -3.56 -3.88
Ti -0.16 0.34 -0.42
C -0.34 1.20 -4.61
H 0.58 5.57 0.13
C -0.26 -1.94 -2.09
*
```

---

No. 2
DFT (the ωB97M-V functional and the def2-TZVPD basis) results for C14H42BaO7 as an isolated structure at a distorted geometry.

## Properties
gap between HOMO and LUMO = 11.0 eV
E_LUMO = -0.1914 hartree
largest force on an atom = 2.55 eV/A
DFT total energy = -1110.32648 a.u.
highest occupied orbital energy = -16.2 eV

Geometry as ORCA input:
```
! RIJCOSX wB97M-V def2-TZVPD def2/J DEFGRID3
* xyz 2 1
O 0.53 2.87 -0.57
O -1.17 -1.08 2.35
H -1.16 -0.62 4.34
H 1.50 -0.63 2.93
O -0.91 0.62 -2.59
H -0.93 4.16 -0.54
H 1.68 -4.66 0.46
H -3.67 -0.92 2.66
C 3.47 0.11 -1.76
H 3.90 0.65 0.30
C 1.53 1.17 4.29
H 3.01 0.25 2.88
H 0.32 5.79 -2.11
H -0.70 3.50 -2.14
C -2.25 -0.25 -4.32
C -3.14 -1.83 -0.60
C -2.22 0.64 -3.14
H -1.27 -2.02 2.52
H -2.21 -1.32 -4.10
H -2.46 1.68 -3.33
H -3.46 -3.04 -2.33
H -4.94 -2.66 -1.43
C -3.21 -0.72 3.63
O 1.00 -2.17 -0.03
H 1.72 0.57 5.18
C 2.26 -2.59 0.45
H 3.79 -0.92 -1.60
H 0.78 -2.74 -0.77
O 2.07 0.31 -1.55
H 3.69 0.35 -2.80
H 0.45 1.33 4.30
H -2.91 0.24 -2.39
C 1.94 0.37 3.00
H -3.33 -1.65 4.20
C 4.14 0.97 -0.71
O 1.48 1.13 1.91
H 2.14 2.06 4.47
H 1.22 5.34 -0.62
C -1.74 -0.37 3.45
H 2.92 -4.20 1.67
H 1.58 4.62 -2.24
H 5.22 0.97 -0.86
Ba -0.26 0.32 0.06
H 1.29 -3.73 1.94
H 1.73 0.14 -2.43
H -1.47 -0.01 -5.04
C -0.17 3.85 -1.26
H 1.86 2.01 2.03
C 2.02 -3.89 1.15
H -1.48 -2.54 -1.36
H -4.17 -1.52 -2.53
H -3.24 -0.09 -4.75
H -3.44 -0.81 -0.34
H -0.29 0.91 -3.26
C -3.98 -2.27 -1.76
H 2.61 -1.81 1.11
O -1.78 -1.73 -0.92
C 0.81 4.99 -1.56
H -3.78 0.09 4.07
H 3.86 2.01 -0.84
H 3.01 -2.70 -0.33
H 1.16 3.27 0.04
H -1.64 0.70 3.25
H -3.28 -2.49 0.25
*
```

---

No. 3
DFT (the ωB97M-V functional and the def2-TZVPD basis) results for C36H26Br2F3FeN3O5SSb as an isolated structure.

## Properties
gap between HOMO and LUMO (spin up / spin down) = 2.8 / 5.6 eV
E_LUMO (spin up / spin down) = 0.1312 / 0.1312 hartree
largest force on an atom = 0.68 eV/A
DFT total energy = -9277.79295 a.u.
highest occupied orbital energy (spin up / spin down) = 0.8 / -2.0 eV
expectation value of S² = 8.773

Geometry as ORCA input:
```
! RIJCOSX wB97M-V def2-TZVPD def2/J DEFGRID3
* xyz -2 6
H 2.88 -1.61 -2.07
C 0.82 -4.00 -2.77
C -1.83 3.15 -0.17
S -1.48 0.59 -1.13
H 4.75 -1.84 -6.15
H 4.06 -0.88 3.57
C 2.38 -1.10 2.25
C -1.76 -1.06 3.00
H 3.87 2.85 -0.24
C 3.12 -0.62 -1.73
C 1.61 0.37 -6.32
H 0.73 1.00 -6.39
C 3.67 1.89 -0.69
C 0.36 -3.41 -1.43
O -1.50 -1.63 4.06
C 1.33 4.34 -4.66
F -0.10 6.18 -4.97
C 2.53 1.68 -1.46
O 0.05 -4.18 -0.52
O 0.63 0.73 0.95
H -2.59 3.23 -0.93
C 1.50 3.01 -4.29
H 4.95 -1.24 -0.75
C -2.65 0.95 4.21
C 2.25 0.43 -2.01
N -3.41 2.04 4.36
H 1.89 -4.21 -2.71
O -1.39 -1.44 1.84
C -1.57 4.23 0.73
H -1.68 2.26 -3.43
C 3.48 -2.94 3.26
N 1.53 -1.92 1.61
H 0.85 2.61 2.50
C -2.62 0.18 3.05
C 4.27 -0.43 -0.98
H 3.47 -1.35 -4.10
H 2.03 0.51 -8.44
C 3.87 -1.23 -6.19
H 0.66 -3.29 -3.58
C 1.99 -0.14 -5.07
H -3.41 0.00 1.06
C 4.52 0.83 -0.48
H 2.22 -0.05 2.07
H -2.00 4.63 -4.12
C 1.63 -3.24 1.81
C -0.83 2.83 -3.81
Fe -0.11 -1.06 0.37
C -4.25 1.65 2.17
H 2.65 -4.87 2.77
H -2.02 0.67 5.04
Br 4.84 -3.65 4.38
F 4.17 -0.96 -8.52
C -3.44 0.55 1.99
C 2.33 0.10 -7.48
C 3.45 -0.69 -7.39
Br -5.45 2.20 0.80
C -1.03 4.16 -4.18
H -4.82 3.26 3.48
H 2.49 2.57 -4.34
O 0.38 -2.14 -1.38
C -4.20 2.38 3.35
C 0.09 2.84 1.77
C 2.60 -3.80 2.63
C -0.59 4.02 1.70
H 1.84 2.50 -1.59
C -1.15 1.96 -0.10
Sb 0.58 0.13 -3.34
C 3.38 -1.57 3.09
N -0.17 1.82 0.87
C 0.42 2.24 -3.86
H 0.91 -3.85 1.28
H 2.17 4.95 -4.99
C 3.13 -0.94 -5.04
H -0.37 4.78 2.44
H -2.13 5.15 0.67
C 0.07 4.88 -4.60
F 5.64 1.03 0.27
H 0.30 -4.93 -2.97
*
```

---

No. 4
DFT (the ωB97M-V functional and the def2-TZVPD basis) results for a 2-piece molecular cluster, C7H12N2O overall at a distorted geometry.

## Properties
gap between HOMO and LUMO = 10.1 eV
E_LUMO = 0.0261 hartree
largest force on an atom = 3.73 eV/A
DFT total energy = -458.59452 a.u.
SMILES = C[C@]12N[C@H]1C[C@H]2CC#N.O
highest occupied orbital energy = -9.3 eV

Geometry as ORCA input:
```
! RIJCOSX wB97M-V def2-TZVPD def2/J DEFGRID3
* xyz 0 1
C 1.13 -0.73 -0.01
C 2.40 -0.10 -0.37
H 4.37 1.08 0.58
H -2.27 -1.42 -1.94
C -0.08 -0.01 -0.61
C -0.42 1.42 -0.11
H 1.05 -0.75 1.08
H 1.16 -1.78 -0.36
C -2.32 -1.52 -0.85
H -3.37 -1.44 -0.54
H -0.02 -0.02 -1.71
C -1.81 0.92 0.25
H -2.57 -0.47 1.53
N 3.27 0.44 -0.96
H 3.37 1.28 1.90
O 4.20 0.85 1.60
N -1.64 -0.16 1.24
H -2.76 1.45 0.20
H -0.42 2.16 -0.92
H 0.17 1.80 0.74
C -1.49 -0.47 -0.19
H -1.96 -2.53 -0.58
*
```

---

No. 5
DFT (the ωB97M-V functional and the def2-TZVPD basis) results for a 2-piece molecular cluster, C16H17N overall at a distorted geometry.

## Properties
gap between HOMO and LUMO = 8.6 eV
E_LUMO = 0.0333 hartree
largest force on an atom = 6.45 eV/A
DFT total energy = -674.53937 a.u.
SMILES = Cc1c[nH]c2ccccc12.Cc1ccccc1
highest occupied orbital energy = -7.7 eV

Geometry as ORCA input:
```
! RIJCOSX wB97M-V def2-TZVPD def2/J DEFGRID3
* xyz 0 1
H 1.77 0.47 -0.51
H 2.20 -3.44 3.20
H 0.03 0.64 -2.62
H -3.98 1.41 -0.01
C 0.67 -0.79 3.09
H 0.43 1.79 0.98
C 1.52 -1.55 2.23
C 0.83 0.92 1.35
C -1.17 -0.18 -0.92
H -3.08 4.07 -2.52
C 2.86 -1.93 0.44
C 3.09 -1.82 -1.00
C -3.07 1.25 -0.52
H -0.36 1.06 3.04
C -2.79 1.96 -1.69
C -0.82 0.67 -2.01
H 3.20 -0.81 -1.43
H -0.45 -1.12 -0.61
N 2.35 -2.76 2.51
H -1.55 2.20 -3.27
H 2.17 -2.29 -1.33
H -4.24 3.45 -1.23
C 3.11 -2.87 1.37
C -1.67 1.72 -2.40
C -2.24 0.19 -0.15
C 1.91 -1.01 1.00
H 3.98 -2.40 -1.29
C 1.58 0.18 0.43
C -3.71 3.15 -2.09
H -2.21 -0.18 0.87
H 3.47 -3.82 1.27
H 0.29 -1.28 4.01
H -4.44 2.75 -2.72
C 0.32 0.39 2.52
*
```

---

No. 6
DFT (the ωB97M-V functional and the def2-TZVPD basis) results for one molecule with the formula C2H6N2 at a distorted geometry.

## Properties
gap between HOMO and LUMO = 10.1 eV
E_LUMO = 0.0343 hartree
largest force on an atom = 3.34 eV/A
DFT total energy = -189.30090 a.u.
SMILES = [H]/N=C(/C)N
highest occupied orbital energy = -9.1 eV

Geometry as ORCA input:
```
! RIJCOSX wB97M-V def2-TZVPD def2/J DEFGRID3
* xyz 0 1
H -1.17 0.92 1.54
H 0.87 0.51 -1.78
C 0.06 -0.03 0.11
H -1.85 0.99 0.06
C 0.11 -0.24 -1.37
H 0.94 -0.57 1.78
N -0.98 0.77 0.57
H 0.58 -1.25 -1.60
H -0.87 -0.01 -1.84
N 1.05 -0.63 0.78
*
```

---

Values of relative energy (zero: lowest compared OMol25 entry of this formula, charge and spin), in order: 0.406, 0.902, 0.343, 2.567, 3.191, 0.780, all in eV.